## 1
The following is a quantum chemistry calculation of a 2-piece molecular cluster, C5H8N2O3 overall, from OMol25.

```
18
Properties=species:S:1:pos:R:3:nbo_charge:R:1
O 1.2979 -3.1655 -0.8533 -0.524
C 0.3872 -2.4015 -1.0919 0.707
C 0.0478 -1.6877 -2.3908 -0.371
N -1.3372 -1.2620 -2.2991 -0.447
C -1.8691 -1.8543 -1.2947 0.396
N -0.9738 -2.4307 -0.4083 -0.714
C -3.3070 -1.7773 -0.9117 -0.008
C -4.0001 -0.4827 -0.8586 -0.084
O -4.2061 -1.3911 -1.9247 -0.445
H 0.7206 -0.8269 -2.5181 0.234
H 0.2145 -2.3635 -3.2436 0.251
H -1.2285 -3.1000 0.3070 0.420
H -3.6492 -2.5833 -0.2550 0.192
H -4.8399 -0.3621 -0.1697 0.188
H -3.4432 0.4213 -1.1194 0.199
H 0.0945 -1.1955 0.8720 0.479
O 1.0778 -0.7573 0.7925 -0.936
H 0.9329 0.0162 0.2335 0.465
```

Properties
Net charge: 0
E_HOMO, eV: -9.7
Structure (SMILES): O=C1CN=C([C@H]2CO2)N1.O

***

## 2
The following is a quantum chemistry calculation of C5H8N2O3 in the gas phase, from OMol25.

```
18
Properties=species:S:1:pos:R:3:nbo_charge:R:1
C 0.0203 1.1569 0.3755 0.518
C 0.4533 -0.6334 -1.1247 -0.419
C 1.5077 0.5143 -1.1446 -0.233
C -0.3889 -0.2552 0.1518 -0.032
C -0.1501 -1.1496 1.4324 -0.606
N 1.0637 1.5797 -0.2859 -0.455
N -1.8603 -0.4060 -0.0998 0.555
O -2.1184 -0.8850 -1.1858 -0.396
O -2.6017 -0.1498 0.7609 -0.337
O -0.5345 2.0405 1.2222 -0.667
H -0.2221 -0.4685 -1.9623 0.252
H 0.9441 -1.5288 -1.2164 0.222
H 2.4328 0.1976 -0.8700 0.189
H 1.5876 0.9788 -2.1779 0.195
H 0.1367 -2.2392 1.2022 0.232
H -0.9224 -1.0422 2.1495 0.243
H 0.8836 -0.7197 1.8151 0.223
H -0.2315 3.0094 0.9579 0.516
```

Properties
Net charge: 0
E_HOMO, eV: -9.9
Structure (SMILES): C[C@]1([N+](=O)[O-])CCN=C1O

***

## 3
The following is a quantum chemistry calculation of a 2-piece molecular cluster, C5H8N2O3 overall, from OMol25.

```
18
Properties=species:S:1:pos:R:3:nbo_charge:R:1
C -0.2802 -0.8091 -3.8898 -0.244
C 1.3756 0.1914 1.2592 0.641
C 0.2235 0.2822 0.3256 -0.368
C -0.8990 0.5177 0.9463 0.049
C -0.0970 0.7821 3.1927 0.781
H 0.1707 -1.8942 -2.3359 0.473
H -0.4121 0.2786 -4.0473 0.185
H 0.5846 -1.1256 -4.4800 0.165
H -1.1582 -1.3691 -4.2680 0.162
H 1.7979 0.2261 3.2280 0.423
H 0.2682 0.1012 -0.7196 0.277
H -1.7570 0.7267 0.4246 0.201
H -2.0896 0.9152 2.6695 0.433
N 1.0608 0.2739 2.5969 -0.637
N -1.1270 0.8662 2.2570 -0.610
O -0.0719 -0.9863 -2.5190 -0.732
O 2.5263 0.1845 0.9138 -0.579
O -0.1156 0.8384 4.4462 -0.619
```

Properties
Net charge: 0
E_HOMO, eV: -9.6
Structure (SMILES): O=c1cc[nH]c(=O)[nH]1.CO

***

Q: Which of them is the least stable? A: 2.

***

## 1
The following is a quantum chemistry calculation of a 2-piece molecular cluster, C3H9NO overall, from OMol25.

```
14
Properties=species:S:1:pos:R:3:mulliken_spin:R:1
C 0.2443 -1.1378 1.1378 0.091
C 0.7959 0.2743 0.8666 0.027
C 0.8742 0.6296 -1.4675 0.575
N 0.2378 0.9043 -0.2882 0.337
H -0.8373 -1.1054 1.2125 -0.008
H 0.6232 -1.4914 2.1006 -0.076
H 0.5258 -1.8447 0.3556 0.051
H 0.6188 0.9143 1.7386 0.007
H 1.9013 0.1351 0.7761 -0.037
H 1.8158 0.0804 -1.4962 0.023
H 0.4159 1.1106 -2.3225 0.007
H -1.6383 0.3244 -0.9589 0.008
H -2.9711 0.9314 -0.5288 -0.008
O -2.6064 0.2747 -1.1258 0.003
```

Properties
Expectation value of S²: 0.754
Net charge: -1
E_HOMO (alpha / beta), eV: 0.3 / -3.8
Multiplicity: 2

***

## 2
The following is a quantum chemistry calculation of a 2-piece molecular cluster, C3H9NO overall, from OMol25.

```
14
Properties=species:S:1:pos:R:3:mulliken_spin:R:1
C -0.8087 2.0324 -1.8250 -0.002
O -0.3657 0.7507 -1.5064 0.006
H -1.5720 2.2657 -1.0497 0.000
H -0.0784 2.8365 -1.6057 -0.001
H -1.1481 2.0606 -2.8679 0.000
C 0.3429 -1.5052 0.8099 0.691
C -0.2892 -1.7490 2.0567 0.177
N 1.0196 -0.1519 0.6576 -0.011
H 0.6430 -2.2084 0.0429 0.037
H 0.2548 -1.8880 2.9927 0.032
H -1.3725 -1.6833 2.1464 0.050
H 2.0287 -0.2300 0.5064 0.015
H 0.6235 0.2512 -0.2532 0.001
H 0.7766 0.4393 1.4451 0.006
```

Properties
Expectation value of S²: 0.755
Net charge: -1
E_HOMO (alpha / beta), eV: -2.0 / -2.0
Multiplicity: 2

***

Q: Which of them is the least stable? A: 2.